71
Properties=species:S:1:pos:R:3:forces:R:3:mulliken_charge:R:1 method="wB97M-V/def2-TZVPD" total_charge=-1 total_energy_ev=-95589.363 lumo_ha=0.083
C -1.06510 0.55688 0.24928 -0.29 -0.79 1.73 -0.349
C 0.03924 -0.19559 -0.52490 -1.16 -1.03 -1.28 2.157
C 1.13750 -0.62034 0.45905 -0.13 -0.01 0.80 -1.078
O -0.50924 -1.21078 -1.23391 0.41 0.15 0.65 -0.982
H -2.09319 0.47754 -0.11388 0.36 0.65 -1.12 -0.272
H -0.79303 1.53930 0.66257 -0.17 0.19 -0.24 0.345
H -1.24039 -0.08374 1.13187 0.37 0.14 0.23 -0.438
H 0.56111 0.52630 -1.20565 0.06 0.55 -0.13 -0.987
H 0.87038 -1.48174 1.08206 -0.33 -0.24 -0.47 0.252
H 1.26043 0.15859 1.22644 0.58 0.21 -0.24 0.016
H 2.04908 -0.87711 -0.08482 0.14 0.19 0.13 0.374
C 5.77510 -2.95847 1.11971 -0.53 0.50 -0.64 -0.951
S 4.00931 -3.27362 1.50816 0.60 0.02 1.15 0.607
O 4.09039 -4.51898 2.34622 -0.26 0.09 -0.44 -0.686
C 3.81134 -1.94343 2.79107 0.50 -0.32 -1.18 -0.571
H 6.21453 -2.45311 1.97472 0.38 -0.45 0.08 0.273
H 5.92278 -2.33094 0.23644 -0.38 0.25 0.13 0.322
H 6.17439 -3.92771 0.83166 0.13 -0.11 0.58 0.385
H 4.35367 -1.05741 2.45511 -0.26 0.13 -0.07 0.155
H 4.31673 -2.34436 3.66660 -0.25 -0.11 0.11 0.445
H 2.74596 -1.76731 2.90909 0.03 0.03 0.27 0.026
C 4.55545 2.67899 -1.58561 0.46 0.23 0.58 -0.892
S 4.71403 1.22868 -0.47613 -1.76 -0.11 -0.10 0.612
O 5.98736 1.09248 0.25747 0.73 0.58 -0.03 -0.662
C 3.50933 1.86988 0.74193 0.00 -0.38 -0.81 -0.763
H 5.14996 2.51221 -2.48052 -0.15 -0.05 -0.08 0.319
H 4.84986 3.62393 -1.12143 0.22 -0.16 0.17 0.369
H 3.48711 2.76086 -1.78349 0.02 -0.28 -0.30 0.179
H 3.85019 2.84206 1.09142 0.14 -0.18 0.38 0.500
H 3.41413 1.06635 1.46727 0.21 0.34 0.39 0.093
H 2.52061 1.96134 0.28915 0.10 -0.01 -0.22 0.209
C -1.35765 0.41052 4.46637 0.58 0.91 1.15 -1.116
S -0.57415 -0.96018 3.59974 -0.38 -0.91 -0.26 0.757
O 0.42708 -1.64936 4.48734 -0.83 0.57 -0.09 -0.716
C -2.12257 -1.97444 3.50453 -0.17 0.44 -0.61 -1.090
H -0.57331 1.09765 4.80402 0.32 -0.37 -0.07 0.374
H -1.86973 0.10676 5.38073 -0.22 -0.22 -0.19 0.361
H -1.96882 1.07522 3.85606 -0.28 -0.66 -0.41 0.330
H -2.95428 -1.30405 3.27521 0.10 0.20 0.28 0.220
H -2.37268 -2.54356 4.39726 0.37 0.15 0.20 0.436
H -2.11645 -2.63155 2.63379 0.61 -0.16 0.13 0.388
C -2.44041 3.33771 -1.96553 -0.80 -1.06 -0.03 -0.563
S -3.04686 2.09723 -3.18528 1.13 -0.66 0.18 0.391
O -1.86671 1.17560 -3.29720 -1.05 0.93 -0.25 -0.447
C -4.26062 1.15294 -2.20948 -0.45 -0.41 0.43 -0.895
H -2.00144 4.16920 -2.50623 0.13 -0.04 0.01 0.328
H -1.72836 2.68577 -1.45681 0.23 0.46 0.26 -0.058
H -3.24417 3.65185 -1.30075 0.08 0.18 0.00 0.369
H -4.63272 1.58318 -1.27724 0.09 0.43 -0.20 0.347
H -3.81517 0.19568 -1.93030 0.50 0.17 -0.22 0.148
H -5.10297 0.91739 -2.86185 -0.02 0.21 -0.02 0.425
C -4.76229 -1.57977 0.32815 -0.34 -0.51 0.66 -0.683
S -5.31703 -2.85800 1.54319 0.42 0.27 -0.69 0.545
O -5.43995 -2.18665 2.87071 -0.36 0.01 -0.36 -0.620
C -6.96567 -3.13634 0.81470 -0.16 0.08 0.74 -1.001
H -4.74794 -2.00944 -0.67186 0.02 -0.05 0.01 0.429
H -3.75225 -1.29242 0.61551 0.03 -0.02 -0.05 -0.005
H -5.44421 -0.73262 0.39394 0.00 0.01 0.00 0.354
H -6.84593 -3.52053 -0.19572 0.02 0.17 -0.07 0.346
H -7.59250 -2.24611 0.88481 0.25 0.20 -0.31 0.302
H -7.47762 -3.88499 1.42123 0.26 -0.15 0.01 0.356
C 2.62228 0.76592 -4.64546 -0.09 0.02 0.83 -0.569
S 1.16921 1.58248 -5.39938 -0.35 -0.37 0.70 0.364
O 0.01725 0.66867 -5.12257 1.05 0.50 -0.78 -0.517
C 0.99076 2.90139 -4.12278 0.23 -0.55 -0.45 -0.435
H 3.60944 1.19156 -4.83217 -0.21 0.27 -0.48 0.332
H 2.60235 -0.28221 -4.93528 -0.11 0.06 -0.19 0.357
H 2.47845 0.80809 -3.56257 -0.18 -0.20 0.00 -0.053
H 0.59065 2.36029 -3.26418 -0.13 0.10 0.05 -0.176
H 0.28120 3.61602 -4.53241 -0.10 0.02 0.16 0.320
H 1.93679 3.39035 -3.88921 0.05 -0.02 -0.12 0.358

---

88
Properties=species:S:1:pos:R:3:forces:R:3:lowdin_spin:R:1 method="wB97M-V/def2-TZVPD" spin_multiplicity=4 total_charge=0 total_energy_ev=-137425.765 lumo_ha="-0.016 / -0.017"
Co -6.14811 14.16442 12.23924 -0.34 0.44 1.12 2.747
Ag -1.33916 10.96231 11.51525 0.43 0.03 0.17 0.000
Y -1.50331 15.82528 11.82001 1.25 -1.03 -0.53 0.000
S -3.89537 13.15615 11.38261 -0.51 2.66 3.00 0.009
O -3.34608 11.92622 10.88948 0.08 -1.55 -1.05 0.007
O -2.81659 14.09274 11.58634 -0.19 -0.33 -1.16 0.001
O -5.03123 13.74348 10.63047 0.50 -0.55 -2.14 0.042
O -4.57660 12.96246 12.68413 0.31 -1.08 0.86 0.048
S -4.00898 16.67833 12.87190 -1.60 3.31 2.50 0.006
O -2.81300 16.05900 13.48252 -0.18 -1.15 3.54 0.000
O -4.55981 17.83183 13.60200 1.25 -1.76 -1.01 0.006
O -3.36817 16.99142 11.60847 -0.31 1.87 -3.91 0.003
O -5.10720 15.74627 12.61821 -0.85 -0.90 0.07 0.051
S 0.55016 13.71926 11.86941 5.01 0.14 2.26 0.000
O 0.14646 12.56470 11.09606 -0.77 -2.10 -0.93 0.000
O -0.49067 14.02495 12.80162 -3.11 -0.17 4.17 0.000
O 1.87254 13.55012 12.48121 -1.66 -0.07 -0.91 0.000
O 0.46251 14.93057 11.07036 0.77 2.67 -3.40 0.000
C -4.79317 9.23585 9.29477 1.33 -0.01 -0.06 0.000
C -4.75003 10.38044 8.28773 -0.64 -0.57 -1.50 0.000
O -3.67320 11.28690 8.39959 0.04 -0.49 0.23 0.000
O -4.83304 9.75649 10.60669 -0.83 -0.22 0.01 0.000
H -3.86519 8.66586 9.24922 0.25 -0.21 -0.46 0.000
H -5.58509 8.49738 9.16980 -0.31 0.45 -0.21 0.000
H -5.71062 10.89552 8.28278 -0.08 0.29 0.19 0.000
H -4.59715 10.03538 7.26515 -0.43 -0.63 0.03 0.000
H -3.72844 11.69058 9.26883 0.21 0.45 0.15 0.000
H -4.19308 10.47171 10.62937 0.08 0.31 0.53 0.000
C -0.19886 10.49875 8.13839 0.86 -0.56 -1.66 0.000
C 1.14256 11.09128 8.49813 -0.57 0.09 1.39 0.000
O 1.03622 12.44281 8.77614 0.31 1.09 -1.91 0.000
O -1.12692 10.55475 9.18163 0.03 -0.04 0.99 0.000
H -0.04195 9.46157 7.84218 0.00 -0.30 -0.07 0.000
H -0.59281 11.02365 7.26810 -0.12 0.17 -0.10 0.000
H 1.92574 10.92962 7.75745 -0.21 -0.26 -0.05 0.000
H 1.39658 10.67321 9.47219 0.63 -0.95 -0.04 0.000
H 0.56949 12.49608 9.61335 -0.01 0.37 0.66 0.000
H -2.01057 10.56427 8.80657 -0.54 0.25 -0.29 0.000
C -5.19124 8.60531 13.73586 0.32 1.41 -0.15 0.000
C -4.05795 9.73236 13.79128 -0.42 -0.97 -0.21 0.000
O -4.46939 10.96542 14.33490 -0.65 -0.98 1.00 0.001
O -6.19350 8.93230 12.80137 -1.15 0.36 0.47 0.000
H -5.66497 8.56910 14.71687 -0.04 0.12 0.09 0.000
H -4.91531 7.57900 13.49365 1.11 0.08 0.20 0.000
H -3.71368 9.94799 12.77980 0.14 -0.44 -0.33 0.000
H -3.20924 9.35839 14.36395 0.08 -0.18 0.13 0.000
H -4.35819 11.66924 13.69157 -0.01 0.28 -0.28 0.000
H -5.81086 9.21774 11.96848 0.51 -0.03 -0.24 0.000
C -0.64087 19.04055 8.55984 -0.40 -0.06 -0.36 0.000
C -1.26136 17.85014 9.36085 0.25 0.35 -1.44 0.000
C -1.18117 16.49611 8.63325 1.21 0.73 -0.07 0.000
O -1.83307 15.49703 9.37967 -1.14 0.60 -0.46 0.000
C -1.92121 14.29815 8.64703 -0.14 -2.18 0.15 0.000
N -0.61937 17.77866 10.68758 0.28 0.60 -0.67 0.000
H -0.72869 19.98438 9.09795 -0.11 -0.12 0.48 0.000
H -1.17580 19.26428 7.63686 -0.18 -0.40 -0.11 0.000
H 0.40969 18.97624 8.27652 0.11 -0.55 0.21 0.000
H -2.31833 18.09088 9.47461 -0.06 -0.15 0.33 0.000
H -0.17145 16.10914 8.49607 0.63 0.48 0.16 0.000
H -1.52542 16.62533 7.60714 -0.78 -0.16 0.05 0.000
H -2.13337 14.34139 7.57874 0.11 0.99 -0.07 0.000
H -2.72886 13.66380 9.01224 -0.10 0.49 0.30 0.000
H -1.03393 13.67663 8.76760 0.36 0.30 -0.02 0.000
H -0.58507 18.75766 10.93351 -0.28 0.18 0.95 0.000
H 0.35208 17.61462 10.46517 0.62 -0.53 0.15 0.000
C -9.44775 13.45080 13.87602 1.55 -0.31 -0.39 0.000
C -8.04161 12.77068 14.01047 -1.91 -0.06 0.33 0.002
C -7.75251 11.85918 12.79080 -0.56 0.17 2.02 0.001
O -7.50924 12.68567 11.67967 0.97 0.51 0.36 0.031
C -7.68302 12.00639 10.44744 -0.80 0.36 -0.61 0.004
N -6.98443 13.78429 14.20858 -0.47 -0.75 -0.60 0.033
H -9.36858 13.90938 12.89036 -0.78 0.45 0.05 0.000
H -9.58973 14.17708 14.67632 0.02 0.18 -0.19 0.000
H -10.27860 12.74747 13.93179 0.22 -0.11 -0.20 0.000
H -8.08593 12.23455 14.95846 0.05 -0.85 -0.35 0.001
H -8.68065 11.30298 12.65924 0.09 -0.33 -0.33 0.000
H -6.91784 11.18462 12.98155 0.01 -0.09 -0.12 0.000
H -7.33663 10.97313 10.42579 0.08 0.02 0.52 0.000
H -7.16743 12.53883 9.64821 -0.17 0.21 0.17 0.000
H -8.76660 12.07520 10.35136 -0.04 -0.51 -0.89 0.001
H -6.39548 13.23599 14.81901 1.24 0.59 -0.04 0.000
H -7.39304 14.49686 14.79626 0.21 0.50 -0.03 0.002
C -5.14281 15.87373 8.10169 -0.73 0.82 -0.30 0.000
O -5.88780 14.68089 8.32562 0.31 0.57 -0.86 0.000
H -5.10897 16.51106 8.98530 0.21 -0.14 0.25 0.000
H -4.14863 15.81864 7.65822 0.38 -0.90 0.38 0.000
H -5.64063 16.47784 7.34319 -0.58 -0.16 0.01 0.000
H -5.57041 14.28223 9.13922 0.33 -0.01 0.06 0.000

---

67
Properties=species:S:1:pos:R:3:forces:R:3:nbo_charge:R:1 method="wB97M-V/def2-TZVPD" smiles=COC[C@H](C)N.COC[C@H](C)N.CCO.CCO.CCO.CO total_charge=0 total_energy_ev=-31528.697 lumo_ha=0.019
C -1.21632 15.76720 9.30514 0.42 -1.92 -0.69 -0.243
O -1.54230 14.54714 9.96618 -0.52 -1.05 1.84 -0.573
C -0.65016 13.42239 9.75665 0.64 0.97 -0.04 -0.059
C -1.02975 12.14399 10.52619 0.01 0.56 1.07 -0.067
C -1.17988 12.45746 12.01796 -1.63 0.70 -0.59 -0.619
N -0.01703 11.06262 10.57359 -0.32 0.91 -1.07 -0.826
H -1.73066 15.59615 8.35946 0.44 1.02 -0.59 0.176
H -0.12961 15.76871 9.22045 0.11 0.50 -0.46 0.169
H -1.54297 16.69167 9.78132 -0.29 -0.49 0.44 0.193
H -0.58016 13.26603 8.68019 0.08 -0.32 -0.20 0.164
H 0.33588 13.69876 10.13006 0.35 0.15 -0.11 0.166
H -1.98859 11.82432 10.11811 -0.21 -0.29 0.13 0.168
H -0.28465 12.86525 12.48738 0.03 -0.14 -0.18 0.215
H -1.53205 11.55228 12.51265 0.19 0.01 0.27 0.196
H -2.00379 13.16774 12.08702 0.16 0.26 0.43 0.226
H -0.25580 10.59427 11.43599 0.38 -0.58 -0.27 0.360
H -0.14763 10.43583 9.79245 0.17 -0.27 0.02 0.355
C -4.68228 0.07659 22.09224 2.68 0.10 0.94 -0.240
O -5.48799 0.79381 21.26644 -1.53 -0.23 -1.57 -0.548
C -4.96086 2.05412 20.83900 -1.45 -0.39 0.44 -0.067
C -5.41423 2.32990 19.37318 0.56 -1.82 -0.13 -0.061
C -5.08862 1.19322 18.35966 -0.32 -0.96 1.20 -0.633
N -4.76044 3.48222 18.90099 1.14 2.19 -0.29 -0.815
H -4.90664 -0.93396 22.43367 -1.39 0.20 -0.37 0.197
H -4.45160 0.68086 22.96958 0.11 -0.10 0.53 0.152
H -3.72877 -0.09469 21.59267 0.56 0.06 -0.10 0.150
H -5.40504 2.73828 21.56201 -0.24 0.74 -0.42 0.186
H -3.90095 2.17542 21.06255 0.45 -0.52 -0.70 0.171
H -6.48806 2.51493 19.34613 -0.12 -0.22 0.25 0.189
H -5.59445 0.28192 18.67869 -0.28 -0.11 -0.37 0.219
H -4.03988 0.90052 18.30921 0.33 0.39 0.40 0.200
H -5.33306 1.45166 17.32934 -0.49 0.16 0.15 0.205
H -4.71942 3.43839 17.89277 -0.30 0.34 -0.21 0.354
H -3.78223 3.42204 19.14510 0.28 0.17 0.24 0.342
C -7.31523 6.25365 6.46210 2.00 -0.24 -0.22 -0.631
C -5.89042 6.44902 7.07439 -1.16 1.12 -0.41 -0.056
O -6.04397 7.47166 8.03229 0.47 0.29 1.49 -0.730
H -7.69235 7.22955 6.15633 -0.08 0.04 0.20 0.197
H -7.94793 5.80821 7.22980 -0.13 -0.12 -0.44 0.219
H -7.17906 5.69653 5.53518 -0.60 -0.52 0.13 0.206
H -5.13913 6.81563 6.37492 -0.10 -0.38 -0.62 0.154
H -5.45613 5.58410 7.57579 -0.39 -0.07 0.03 0.180
H -6.31107 8.29145 7.61016 0.00 -0.12 -0.17 0.461
C 5.46467 -1.03480 6.77492 -1.52 0.69 0.91 -0.641
C 4.13860 -0.17849 6.44738 2.26 -1.97 0.13 -0.054
O 4.23264 -0.04125 5.06273 -0.89 0.97 -1.15 -0.711
H 5.30907 -1.57404 7.70933 0.53 0.28 0.35 0.203
H 6.29750 -0.33172 6.78883 0.10 -0.09 0.47 0.195
H 5.74001 -1.79852 6.04761 -0.69 0.19 -0.37 0.217
H 4.14822 0.78498 6.95700 0.06 0.01 0.18 0.157
H 3.21554 -0.69845 6.70372 0.12 -0.10 -0.14 0.175
H 4.98289 0.54145 4.92430 0.02 0.02 -0.38 0.458
C 2.40600 0.38778 17.68635 -0.05 -0.26 -0.41 -0.623
C 2.46343 -0.67518 16.60819 0.02 0.16 0.64 -0.065
O 1.78105 -0.29943 15.41012 0.43 -0.44 0.52 -0.713
H 3.18387 0.09879 18.39310 0.00 0.40 0.20 0.210
H 1.45510 0.43006 18.21748 -0.04 0.04 -0.17 0.207
H 2.62054 1.34787 17.21698 0.10 0.11 0.30 0.216
H 2.07027 -1.60881 17.01051 -0.24 -0.19 -0.05 0.153
H 3.52093 -0.85950 16.41888 0.17 0.02 -0.37 0.151
H 2.00469 -1.05115 14.85649 -0.38 0.17 -0.68 0.463
C -1.16737 3.87679 11.88654 -0.57 0.12 -1.12 -0.252
O -1.15526 3.70781 13.28055 0.41 0.17 0.00 -0.710
H -1.46858 4.88031 11.58599 -0.16 0.14 0.58 0.180
H -0.22663 3.73451 11.35470 0.42 -0.27 0.41 0.159
H -1.89359 3.20097 11.43491 -0.10 -0.13 -0.16 0.156
H -0.77191 2.84034 13.42940 0.01 -0.04 0.30 0.466